Density functional theory data (ωB97M-V with the def2-TZVPD basis set) for a cluster of 16 separate species, C37H65BBr4Cl31F3N3O4 in total at a distorted geometry.

Each line ends with the Löwdin charge.
Cartesian coordinates (Å):
C: 4.796 -0.094 2.697  -0.0608
C: 4.207 -0.973 1.760  -0.2334
N: 2.753 -0.903 1.615  -0.0176
C: 2.328 -2.172 2.250  -0.7291
O: 3.185 -3.065 2.413  -0.0610
O: 1.167 -2.356 2.692  -0.0306
C: 2.437 -0.884 0.148  -0.1820
B: 1.753 -2.231 -0.416  -0.6024
N: 2.642 -3.381 -0.635  0.1798
O: 0.414 -2.422 -0.788  0.0910
C: 1.742 0.480 -0.307  -0.5818
Cl: 2.874 1.745 0.565  0.6557
C: 1.964 0.887 -1.786  -0.1692
C: 1.429 0.010 -2.959  -0.1804
C: 2.520 -0.576 -3.934  -0.7309
F: 2.925 0.511 -4.720  -0.0330
Br: 4.069 -1.382 -3.093  0.9261
C: 1.914 -1.635 -4.962  -0.8667
F: 2.024 -2.877 -4.399  -0.0856
F: 2.655 -1.602 -6.101  0.0292
Br: 0.042 -1.338 -5.421  0.8429
O: 0.549 0.613 0.357  -0.0494
C: -0.670 1.193 -0.017  -0.4194
C: -1.588 0.072 -0.705  -0.1059
C: -2.176 -0.956 0.300  -0.1929
C: -3.748 -0.737 0.476  -0.1669
C: -4.430 -1.201 -0.882  -0.2119
C: -4.903 -2.693 -0.864  -0.2441
C: -6.443 -2.813 -0.492  -0.1129
N: -1.404 1.436 1.276  0.0758
C: -0.624 1.554 2.306  -0.2782
C: -0.321 0.401 3.332  -0.0109
C: 0.063 2.889 2.753  -0.1135
C: -0.844 2.525 -0.842  -0.5444
Br: 0.418 4.010 -0.454  0.7344
C: -1.061 2.394 -2.415  -0.6714
C: -0.313 3.476 -3.286  -0.2424
Br: -2.991 2.770 -2.824  0.6653
H: 5.268 -0.400 3.643  -0.0214
H: 4.818 0.986 2.445  0.0107
H: 4.841 -1.641 1.140  0.0945
H: 3.440 -0.823 -0.351  0.0884
H: 2.327 -3.815 -1.503  -0.0055
H: 3.595 -3.043 -0.735  0.0419
H: 0.005 -3.185 -0.352  0.0540
H: 3.067 0.992 -1.925  0.0929
H: 1.583 1.922 -1.924  0.0619
H: 0.871 0.687 -3.652  0.0805
H: 0.712 -0.799 -2.698  0.0917
H: -2.482 0.567 -1.165  0.0706
H: -1.062 -0.431 -1.546  0.1012
H: -1.625 -1.057 1.251  0.0702
H: -2.097 -1.958 -0.199  0.0826
H: -4.168 -1.399 1.263  0.0677
H: -3.998 0.330 0.679  0.0607
H: -3.723 -1.107 -1.744  0.1013
H: -5.293 -0.541 -1.149  0.0883
H: -4.262 -3.379 -0.274  0.0760
H: -4.843 -3.052 -1.925  0.0987
H: -6.909 -1.861 -0.833  0.0639
H: -6.934 -3.631 -1.057  0.0634
H: -6.522 -2.908 0.610  0.0063
H: 0.749 0.110 3.281  0.0894
H: -1.035 -0.436 3.280  0.0179
H: -0.469 0.876 4.340  0.0765
H: 0.032 3.003 3.861  0.0466
H: -0.442 3.761 2.290  0.0083
H: 1.135 2.925 2.450  0.0472
H: -1.805 2.963 -0.498  0.0470
H: -0.892 1.392 -2.840  0.0579
H: -0.625 3.247 -4.339  0.0680
H: -0.683 4.501 -3.091  0.0495
H: 0.788 3.371 -3.265  0.0566
C: -3.017 -3.960 2.339  -0.9906
Cl: -1.607 -4.430 1.385  0.5827
Cl: -2.656 -2.585 3.378  0.5865
H: -3.824 -3.688 1.665  -0.0116
H: -3.320 -4.800 2.957  0.0245
C: 3.195 -6.411 -3.626  -0.9916
Cl: 1.705 -5.542 -3.243  0.5868
Cl: 4.492 -5.292 -4.058  0.5194
H: 3.498 -6.989 -2.758  0.0304
H: 3.011 -7.074 -4.466  0.0234
C: 7.842 -2.478 3.794  -1.0470
Cl: 8.102 -0.840 4.424  0.4884
Cl: 6.143 -2.770 3.417  0.6316
H: 8.424 -2.601 2.887  -0.0658
H: 8.166 -3.196 4.542  0.0175
C: 11.473 -4.159 2.397  -1.0335
Cl: 11.724 -2.527 3.030  0.5140
Cl: 9.769 -4.447 2.021  0.5544
H: 12.058 -4.280 1.489  -0.0844
H: 11.794 -4.880 3.144  0.0287
C: -4.667 6.702 -2.290  -1.0341
Cl: -5.750 5.389 -2.784  0.5107
Cl: -3.435 6.130 -1.163  0.4948
H: -4.178 7.105 -3.172  0.0274
H: -5.250 7.474 -1.807  -0.0526
C: -8.895 -2.617 3.168  -1.0503
Cl: -8.712 -4.372 3.313  0.5034
Cl: -7.336 -1.825 2.922  0.5420
H: -9.537 -2.401 2.318  0.0335
H: -9.349 -2.237 4.082  -0.0892
C: -5.584 3.562 0.623  -1.0688
Cl: -6.646 2.240 0.110  0.5046
Cl: -4.348 2.995 1.750  0.5437
H: -5.095 3.979 -0.253  -0.0461
H: -6.181 4.324 1.112  -0.0592
C: 11.958 -4.278 -1.946  -1.0031
Cl: 10.914 -2.897 -1.600  0.5227
Cl: 12.116 -5.331 -0.532  0.5552
H: 11.528 -4.850 -2.763  -0.0054
H: 12.942 -3.914 -2.225  0.0266
C: -4.325 6.861 2.808  -0.9743
Cl: -2.805 6.811 1.919  0.5059
Cl: -5.709 6.615 1.727  0.5620
H: -4.318 6.075 3.557  0.0299
H: -4.424 7.830 3.290  0.0267
C: -2.272 -3.645 -7.915  -1.0403
Cl: -3.304 -2.264 -7.524  0.4915
Cl: -2.060 -4.708 -6.520  0.4966
H: -2.732 -4.210 -8.720  0.0214
H: -1.299 -3.278 -8.228  0.0189
C: -11.904 -4.136 5.294  -1.0006
Cl: -13.299 -3.730 4.287  0.5061
Cl: -10.887 -2.721 5.588  0.5725
H: -12.257 -4.519 6.246  0.0262
H: -11.312 -4.892 4.786  0.0048
C: 8.104 -6.921 -4.173  -1.0338
Cl: 9.209 -7.619 -5.365  0.4945
Cl: 8.969 -6.373 -2.733  0.5244
H: 7.594 -6.073 -4.620  0.0077
H: 7.379 -7.675 -3.881  0.0238
C: 0.828 6.209 5.056  -0.9990
Cl: -0.519 5.327 5.791  0.5056
Cl: 0.889 5.956 3.311  0.5372
H: 0.702 7.269 5.254  0.0215
H: 1.758 5.858 5.494  0.0294
C: 3.465 7.854 0.876  -1.0238
Cl: 2.410 6.547 0.334  0.4672
Cl: 4.665 7.278 2.040  0.4989
H: 3.982 8.268 0.015  0.0226
H: 2.858 8.622 1.348  0.0230
C: -4.771 9.954 0.280  -1.0219
Cl: -4.639 9.858 -1.481  0.5603
Cl: -4.137 11.486 0.892  0.5102
H: -5.816 9.869 0.559  0.0265
H: -4.202 9.137 0.717  -0.0182

Output
frontier orbital gap: 5.294 eV
net charge: -1
LUMO: 1.56 eV

=====

Density functional theory data (ωB97M-V with the def2-TZVPD basis set) for a structure of composition C32H37BrILiN2O2S2Sb.

Each line ends with the Löwdin charge.
Cartesian coordinates (Å):
Li: -0.357 -0.721 -0.692  0.4300
O: 0.473 -0.107 0.951  -0.6694
S: 0.652 -1.076 2.094  1.0091
C: 2.374 -1.551 1.991  -0.4608
C: 2.857 -2.571 2.707  -0.0641
C: 4.250 -2.969 2.550  -0.0581
C: 5.104 -2.169 1.906  -0.0368
C: 4.666 -0.828 1.397  -0.3396
C: 3.198 -0.833 0.994  -0.6175
C: 0.740 -0.043 3.544  -0.3729
C: 0.265 -0.548 4.743  -0.0789
C: 0.345 0.242 5.883  -0.0649
C: 0.884 1.516 5.805  -0.0622
C: 1.346 2.014 4.591  -0.0559
C: 1.278 1.235 3.450  -0.0748
H: 2.219 -3.124 3.388  0.1202
H: 4.581 -3.898 2.993  0.1124
H: 6.152 -2.431 1.835  0.1225
H: 4.700 -0.150 2.268  0.1345
H: 2.833 0.175 0.822  0.0389
H: -0.167 -1.540 4.787  0.1111
H: -0.023 -0.137 6.827  0.1114
H: 0.941 2.129 6.694  0.1114
H: 1.761 3.012 4.537  0.1134
H: 1.619 1.606 2.492  0.0902
N: -0.881 0.406 -3.533  -0.0195
C: -0.797 0.147 -4.851  -0.0856
C: -0.154 -1.062 -4.977  -0.0514
C: 0.130 -1.448 -3.658  -0.1790
N: -0.318 -0.555 -2.787  -0.0465
H: -1.275 1.215 -3.080  0.0770
H: -1.192 0.832 -5.582  0.1222
H: 0.083 -1.584 -5.887  0.1008
H: 0.621 -2.341 -3.308  0.0868
C: -6.685 0.820 -2.959  -0.0370
C: -5.730 -0.036 -2.179  -0.2689
C: -4.534 -0.474 -2.749  -0.0266
C: -3.639 -1.247 -2.029  -0.0830
C: -3.939 -1.579 -0.716  -0.4136
C: -5.116 -1.148 -0.122  -0.0764
C: -6.009 -0.387 -0.861  -0.0434
S: -2.792 -2.545 0.247  0.9537
C: -3.086 -4.146 -0.508  -0.2156
O: -1.415 -2.164 -0.223  -0.6467
H: -6.474 0.781 -4.026  0.0804
H: -6.614 1.863 -2.642  0.0869
H: -7.716 0.504 -2.802  0.0869
H: -4.309 -0.216 -3.777  0.1158
H: -2.707 -1.577 -2.471  0.0970
H: -5.331 -1.398 0.909  0.1154
H: -6.932 -0.053 -0.403  0.1249
H: -2.878 -4.074 -1.575  0.0652
H: -4.119 -4.441 -0.333  0.0676
H: -2.407 -4.853 -0.033  0.0590
Br: 4.617 2.354 1.257  0.8129
C: 5.612 1.164 0.147  -0.5814
C: 6.397 1.735 -0.841  -0.1210
C: 7.148 0.919 -1.671  -0.0684
C: 7.105 -0.456 -1.507  -0.0624
C: 6.314 -1.009 -0.514  -0.0699
C: 5.552 -0.213 0.340  -0.2697
I: 2.838 -1.786 -0.938  0.9987
H: 6.423 2.810 -0.952  0.1008
H: 7.765 1.362 -2.441  0.1110
H: 7.684 -1.102 -2.154  0.1107
H: 6.272 -2.085 -0.407  0.1079
C: -3.919 2.378 0.414  -0.3214
Sb: -1.949 1.992 -0.322  1.3061
C: -2.080 3.415 -1.936  -0.3425
C: -0.917 3.265 1.047  -0.3286
H: -4.060 3.451 0.540  0.0127
H: -4.069 1.882 1.372  0.0067
H: -4.651 1.994 -0.294  -0.0191
H: -2.262 4.409 -1.532  0.0091
H: -2.914 3.154 -2.591  0.0021
H: -1.160 3.449 -2.521  -0.0010
H: -1.339 4.269 1.005  0.0094
H: 0.143 3.303 0.800  0.0023
H: -1.025 2.869 2.056  -0.0008

Output
frontier orbital gap: 8.499 eV
net charge: +1
ΔE to the lowest compared entry with this formula, charge and spin: 5.75 kcal/mol
LUMO: -2.31 eV